{
  "formula": "C2H4EuO3",
  "method": "ωB97M-V/def2-TZVPD",
  "species": ["O", "C", "C", "O", "H", "H", "H", "Eu", "O", "H"],
  "coordinates": [[-0.731, 1.377, -0.579], [-1.835, 1.069, -0.010], [-2.024, -0.446, 0.103], [-0.940, -1.258, -0.199], [3.289, 0.986, 0.581], [-2.909, -0.661, -0.539], [-2.396, -0.597, 1.143], [0.857, -0.173, -0.782], [2.998, 0.184, 0.102], [3.690, -0.482, 0.180]],
  "forces_ev_per_angstrom": [[0.451, 0.153, -0.001], [-0.822, 0.093, 0.085], [-0.617, 0.248, 0.411], [0.774, -0.142, -0.104], [0.030, -0.677, -0.256], [0.179, 0.101, 0.147], [0.109, -0.042, -0.300], [-1.616, -0.689, -1.056], [1.349, 0.752, 0.888], [0.163, 0.203, 0.187]],
  "mulliken_charge": [-0.43, -0.57, -0.07, -0.80, 0.33, 0.24, 0.28, 1.29, -0.60, 0.32],
  "e_tot_ev": -27607.0829,
  "s2": 15.761,
  "e_homo_ev": [-5.31, -5.30],
  "orbital_gap_ev": [4.2321, 4.1413],
  "multiplicity": 8
}